Below is a 2-piece molecular cluster, C4H11NO overall at a distorted geometry, with properties calculated with the ωB97M-V functional and the def2-TZVPD basis.

The orbital gap (spin up / spin down) is 10.994 / 6.055 eV. As for the molar mass: 89.1 g mol⁻¹. Its expectation value of S² is 0.75.

```
! wB97M-V def2-TZVPD RIJCOSX def2/J DEFGRID3
* xyz 1 2
C 0.013 1.965 -1.038
C -0.744 2.004 0.250
O -1.744 2.673 0.506
N -0.370 1.124 1.248
H 1.069 1.738 -0.896
H -0.157 2.893 -1.579
H -0.764 1.199 2.196
H 0.404 0.445 1.149
H -0.477 1.173 -1.609
C -0.229 -1.958 -0.562
C 0.900 -1.819 0.455
H -1.038 -2.559 -0.142
H -0.695 -1.020 -0.841
H 0.106 -2.528 -1.428
H 0.588 -1.859 1.512
H 1.468 -0.878 0.389
H 1.670 -2.590 0.391
*
```


Below is a 3-piece molecular cluster, C10H19BO12S2 overall at a distorted geometry, with properties calculated with the ωB97M-V functional and the def2-TZVPD basis.

The orbital gap is 9.943 eV. As for the structure (SMILES): O=C1OC(=O)C(B(O)O)=C1O.CCOS(C)(=O)=O.CCOS(C)(=O)=O. As for the molar mass: 406.2 g mol⁻¹.

```
! wB97M-V def2-TZVPD RIJCOSX def2/J DEFGRID3
* xyz 0 1
O 1.909 3.554 -0.535
C 0.891 3.094 -0.868
O 0.701 1.826 -1.378
C -0.612 1.677 -1.736
O -1.063 0.692 -2.273
C -1.365 2.912 -1.363
B -2.907 3.188 -1.489
O -3.678 3.106 -0.337
O -3.502 3.502 -2.652
C -0.472 3.721 -0.846
O -0.603 4.958 -0.336
H -3.599 2.206 -0.001
H -4.446 3.534 -2.479
H -0.245 5.588 -0.968
C -4.796 -2.968 -0.841
C -4.321 -3.616 0.444
O -3.036 -3.123 0.880
S -2.969 -1.667 1.512
C -1.322 -1.763 2.125
O -3.890 -1.594 2.603
O -3.014 -0.694 0.464
H -4.998 -1.907 -0.702
H -5.715 -3.445 -1.181
H -4.039 -3.059 -1.620
H -5.049 -3.495 1.247
H -4.178 -4.683 0.291
H -1.278 -2.521 2.903
H -1.079 -0.785 2.533
H -0.656 -2.003 1.301
C 3.694 0.225 -1.568
C 3.737 0.725 -0.143
O 4.073 -0.316 0.803
S 5.581 -0.817 0.857
C 5.449 -1.758 2.340
O 6.433 0.310 1.077
O 5.826 -1.708 -0.233
H 4.669 -0.107 -1.924
H 3.349 1.020 -2.229
H 3.020 -0.627 -1.653
H 4.437 1.556 -0.039
H 2.758 1.098 0.142
H 5.237 -1.088 3.167
H 6.407 -2.253 2.486
H 4.662 -2.496 2.216
*
```


Below is C2H8N2OP as an isolated structure at a distorted geometry, with properties calculated with the ωB97M-V functional and the def2-TZVPD basis.

The orbital gap (spin up / spin down) is 6.321 / 5.700 eV. As for the molar mass: 107.1 g mol⁻¹.

```
! wB97M-V def2-TZVPD RIJCOSX def2/J DEFGRID3
* xyz -1 1
C 0.308 0.853 -1.885
C 1.224 -0.403 -0.053
N -1.633 -1.830 2.387
N 0.362 0.687 -0.455
O -1.202 -0.599 2.084
P -1.154 0.863 0.413
H 1.323 1.027 -2.262
H -0.104 -0.013 -2.421
H -0.306 1.723 -2.112
H 2.273 -0.074 -0.083
H 0.957 -0.694 0.961
H 1.118 -1.280 -0.707
H -2.642 -1.754 2.648
H -0.524 1.494 1.484
*
```


Below is C30H41B2F6HgN8O6 as an isolated structure at a distorted geometry, with properties calculated with the ωB97M-V functional and the def2-TZVPD basis.

The orbital gap (spin up / spin down) is 2.683 / 3.931 eV. As for the molar mass: 945.9 g mol⁻¹. Its expectation value of S² is 0.77.

```
! wB97M-V def2-TZVPD RIJCOSX def2/J DEFGRID3
* xyz -2 2
Hg -0.363 0.933 0.351
C 3.388 -2.101 -1.457
C 2.573 -1.316 -0.447
N 2.302 -0.037 -0.646
O 2.719 0.427 -1.903
B 1.688 1.288 -2.469
F 2.172 1.842 -3.675
F 1.297 2.328 -1.576
O 0.454 0.528 -2.882
N -0.048 -0.197 -1.866
C -0.822 -1.151 -2.217
C -1.216 -1.376 -3.649
C -1.299 -2.120 -1.179
N -0.856 -1.994 0.009
O -1.263 -2.972 0.840
B -0.669 -3.101 2.191
F -0.466 -4.502 2.380
F -1.631 -2.688 3.163
O 0.617 -2.431 2.495
N 1.248 -1.506 1.664
C 2.077 -2.023 0.685
C 2.337 -3.511 0.745
C -2.221 -3.234 -1.603
H 3.638 -1.445 -2.285
H 2.827 -2.959 -1.843
H 4.314 -2.485 -1.014
H -0.640 -0.710 -4.282
H -2.281 -1.154 -3.778
H -1.044 -2.411 -3.957
H 1.970 -3.933 1.673
H 3.406 -3.730 0.655
H 1.826 -4.039 -0.073
H -2.995 -2.857 -2.279
H -2.675 -3.678 -0.722
H -1.666 -4.015 -2.133
C 0.514 -0.266 4.312
O 0.021 0.001 3.011
C 0.963 -0.098 1.948
C 2.224 0.682 2.223
H 1.220 -1.099 4.316
H -0.344 -0.546 4.927
H 0.995 0.620 4.741
H 1.944 1.676 2.587
H 2.790 0.797 1.301
H 2.860 0.183 2.976
C -1.781 4.886 -4.024
C -1.002 4.526 -2.751
C 0.490 4.365 -3.069
C -1.207 5.599 -1.673
C -1.536 3.248 -2.236
N -1.921 2.243 -1.836
H -1.429 5.851 -4.399
H -2.853 4.956 -3.822
H -1.624 4.130 -4.797
H 0.860 5.305 -3.493
H 0.662 3.553 -3.778
H 1.056 4.119 -2.171
H -0.839 6.559 -2.049
H -0.666 5.336 -0.762
H -2.263 5.695 -1.409
F -2.113 3.568 0.915
C -1.214 2.654 1.523
F -0.217 3.478 2.080
H -1.760 2.256 2.382
C -8.316 -7.808 -2.039
C -7.733 -6.459 -2.379
C -6.567 -5.999 -1.782
C -6.016 -4.763 -2.101
C -6.647 -3.934 -3.014
N -6.126 -2.684 -3.373
C -5.465 -1.715 -2.596
O -4.879 -0.808 -3.143
N -5.582 -1.886 -1.254
C -4.782 -1.323 -0.220
C -4.907 -1.893 1.042
C -4.107 -1.449 2.069
C -3.188 -0.444 1.799
N -3.083 0.115 0.602
C -3.866 -0.293 -0.398
C -7.813 -4.393 -3.629
C -8.336 -5.638 -3.319
H -7.823 -8.242 -1.169
H -8.204 -8.508 -2.869
H -9.382 -7.731 -1.819
H -6.056 -6.626 -1.059
H -5.073 -4.459 -1.658
H -6.249 -2.382 -4.322
H -6.186 -2.630 -0.951
H -5.604 -2.713 1.196
H -4.131 -1.912 3.045
H -2.476 -0.120 2.555
H -3.716 0.178 -1.362
H -8.311 -3.757 -4.353
H -9.246 -5.972 -3.810
*
```


Below is C6H8BiCl2CoN2O3S as an isolated structure at a distorted geometry, with properties calculated with the ωB97M-V functional and the def2-TZVPD basis.

The orbital gap (spin up / spin down) is 7.093 / 5.657 eV. As for the molar mass: 527.0 g mol⁻¹. Its expectation value of S² is 6.09.

```
! wB97M-V def2-TZVPD RIJCOSX def2/J DEFGRID3
* xyz 4 5
Bi 1.738 4.835 -1.173
Co 0.207 0.789 -0.466
Cl 2.249 3.073 -2.804
Cl -0.569 2.857 -0.413
C 1.032 0.339 1.008
C 2.504 6.115 -3.182
C 3.062 7.543 -0.843
O 1.634 0.072 1.981
O 3.255 6.165 -4.053
O 3.437 8.626 -0.872
C -2.562 -2.168 1.500
N -1.217 -1.713 1.149
C -0.748 -2.167 -0.051
S -0.207 -1.135 -1.325
N -0.974 -3.512 -0.208
C -0.642 -4.385 0.929
H -2.978 -2.843 0.739
H -3.178 -1.260 1.551
H -2.534 -2.664 2.476
H -1.036 -0.765 1.484
H -0.804 -3.907 -1.130
H -0.198 -5.319 0.580
H 0.065 -3.935 1.630
H -1.537 -4.640 1.493
*
```


Below is an isolated ion of composition C9H17N2O and charge +1 at a distorted geometry, with properties calculated with the ωB97M-V functional and the def2-TZVPD basis.

The orbital gap is 10.663 eV. As for the structure (SMILES): C=C(OC)/C(=[NH+]/C)N1CCCC1. As for the molar mass: 169.2 g mol⁻¹.

```
! wB97M-V def2-TZVPD RIJCOSX def2/J DEFGRID3
* xyz 1 1
C -1.898 -0.151 -2.206
C -0.671 -0.397 -1.805
O 0.514 -0.436 -2.411
C 0.566 -0.070 -3.785
C -0.369 -0.828 -0.078
N -0.583 -2.106 0.119
C -0.515 -2.936 1.307
N -0.047 0.148 0.708
C 0.171 1.508 0.207
C 0.871 2.220 1.357
C 0.246 1.559 2.583
C 0.129 0.096 2.161
H -2.100 0.075 -3.239
H -2.735 -0.166 -1.537
H 1.616 -0.130 -4.060
H 0.205 0.950 -3.927
H -0.016 -0.759 -4.399
H -0.849 -2.626 -0.709
H -0.146 -2.390 2.167
H 0.149 -3.779 1.116
H -1.510 -3.327 1.532
H -0.798 1.969 -0.007
H 0.766 1.487 -0.706
H 0.703 3.292 1.337
H 1.944 2.032 1.331
H 0.853 1.676 3.477
H -0.741 1.978 2.777
H 1.046 -0.449 2.400
H -0.728 -0.386 2.634
*
```


Below is a 2-piece molecular cluster, C39H36N3O2 overall at a distorted geometry, with properties calculated with the ωB97M-V functional and the def2-TZVPD basis.

The orbital gap is 4.910 eV. As for the molar mass: 578.7 g mol⁻¹.

```
! wB97M-V def2-TZVPD RIJCOSX def2/J DEFGRID3
* xyz 1 1
C -5.794 -2.701 2.310
C -4.821 -1.562 2.416
C -3.751 -1.640 3.315
C -2.842 -0.585 3.454
C -1.703 -0.695 4.416
C -3.012 0.547 2.657
N -2.103 1.640 2.757
C -0.789 1.641 2.372
C -0.210 0.603 1.523
C 1.238 0.567 1.521
C 2.035 0.102 0.526
C 3.475 0.094 0.700
C 4.369 -0.211 -0.358
C 5.748 -0.115 -0.181
C 6.285 0.271 1.060
C 5.422 0.537 2.130
C 4.046 0.419 1.962
O -0.940 -0.188 0.889
N -0.303 2.865 2.660
C 1.061 3.344 2.506
C -1.299 3.633 3.247
C -2.419 2.896 3.272
C -4.057 0.651 1.743
C -4.141 1.838 0.843
C -4.958 -0.416 1.625
H -6.549 -2.493 1.547
H -5.282 -3.635 2.045
H -6.311 -2.878 3.262
H -3.617 -2.539 3.925
H -1.527 0.234 4.973
H -1.929 -1.483 5.145
H -0.765 -0.978 3.915
H 1.652 0.952 2.451
H 1.622 -0.238 -0.422
H 3.951 -0.509 -1.323
H 6.417 -0.344 -1.015
H 7.362 0.344 1.206
H 5.808 0.827 3.112
H 3.410 0.587 2.836
H 1.033 4.438 2.527
H 1.703 3.005 3.333
H 1.496 3.020 1.554
H -1.108 4.641 3.570
H -3.412 3.147 3.598
H -4.989 1.721 0.158
H -4.278 2.779 1.391
H -3.234 1.936 0.227
H -5.773 -0.349 0.897
C 4.988 0.863 -5.725
C 4.306 2.038 -5.367
C 3.219 1.977 -4.497
C 2.783 0.741 -3.978
C 1.722 0.761 -2.899
C 1.154 -0.480 -2.446
N -0.206 -0.640 -2.287
C -1.020 0.457 -2.158
C -2.347 0.336 -1.794
C -2.904 -0.909 -1.565
C -2.114 -2.055 -1.732
C -0.760 -1.934 -2.154
C -0.016 -3.072 -2.469
C -0.570 -4.344 -2.267
C -1.882 -4.481 -1.775
C -2.643 -3.354 -1.514
O 1.406 1.870 -2.413
C 3.416 -0.434 -4.406
C 4.530 -0.375 -5.255
H 5.889 0.919 -6.342
H 4.642 3.005 -5.751
H 2.710 2.896 -4.203
H 1.780 -1.366 -2.341
H -0.545 1.422 -2.285
H -2.924 1.249 -1.685
H -3.934 -1.013 -1.221
H 0.980 -2.992 -2.902
H 0.022 -5.230 -2.499
H -2.306 -5.473 -1.611
H -3.673 -3.424 -1.159
H 3.030 -1.388 -4.046
H 5.053 -1.293 -5.532
*
```


Below is a 12-piece molecular cluster, H23O12 overall at a distorted geometry, with properties calculated with the ωB97M-V functional and the def2-TZVPD basis.

The orbital gap is 9.009 eV. As for the molar mass: 215.2 g mol⁻¹.

```
! wB97M-V def2-TZVPD RIJCOSX def2/J DEFGRID3
* xyz -1 1
O 1.020 -3.225 -0.543
H 0.047 1.422 2.447
H -2.307 -2.613 1.963
O 1.943 -0.486 -0.591
H 1.344 0.515 -0.624
H 2.868 -0.216 -0.753
O 0.225 2.357 -2.991
H 0.409 1.468 -3.342
O -2.445 -2.215 2.840
H 0.899 -3.465 3.075
H -2.591 -1.337 2.432
O -0.253 2.084 1.808
H 0.634 0.670 4.410
H -2.236 0.263 0.614
O 2.505 -0.947 -3.169
H 1.790 3.657 -1.938
H 0.274 2.068 -2.022
O 0.298 -2.789 3.419
H -0.355 -2.552 2.778
H 2.044 -0.933 -2.285
O -3.373 -0.885 -2.313
H -3.997 -0.189 -2.526
H -2.545 -0.451 -2.094
O 0.353 0.178 3.619
H -0.528 -0.017 3.966
H -3.434 -0.728 0.229
O 1.535 4.509 -2.303
H 0.804 -2.296 -0.432
H 1.469 2.394 -0.268
O 0.852 1.776 -0.653
H 0.579 4.346 -2.267
H 3.154 -0.240 -3.006
O -2.649 -0.593 0.757
H 1.771 -3.202 -1.176
H -0.108 1.672 0.940
*
```


Below is one molecule with the formula C4H2O2, with properties calculated with the ωB97M-V functional and the def2-TZVPD basis.

The orbital gap is 9.781 eV. As for the structure (SMILES): O=CC#CC=O. As for the molar mass: 82.1 g mol⁻¹.

```
! wB97M-V def2-TZVPD RIJCOSX def2/J DEFGRID3
* xyz 0 1
O 0.727 2.008 -2.115
C 0.041 1.238 -1.493
C 0.499 0.129 -0.658
C 0.487 -0.635 0.280
C -0.060 -1.236 1.497
O -1.097 -0.780 1.918
H -1.061 1.332 -1.434
H 0.465 -2.057 2.005
*
```


Below is C40H62BN5OPdS2Si4Te2 as an isolated structure at a distorted geometry, with properties calculated with the ωB97M-V functional and the def2-TZVPD basis.

The orbital gap (spin up / spin down) is 5.302 / 5.836 eV. As for the molar mass: 1177.9 g mol⁻¹. Its expectation value of S² is 1.15.

```
! wB97M-V def2-TZVPD RIJCOSX def2/J DEFGRID3
* xyz 1 2
Pd -2.316 0.245 -0.555
C -0.810 4.831 -1.013
N -1.311 4.003 -2.097
C -0.958 4.107 -3.422
C -1.608 3.113 -4.070
N -2.354 2.406 -3.162
B -3.324 1.225 -3.564
N -2.472 -0.023 -4.017
C -1.872 -0.105 -5.250
C -1.248 -1.302 -5.354
N -1.477 -1.961 -4.169
C -0.988 -3.290 -3.843
C -2.236 -1.178 -3.373
S -2.859 -1.706 -1.852
C -2.167 2.971 -1.958
S -2.866 2.536 -0.444
H -0.306 5.691 -1.447
H -0.113 4.257 -0.401
H -1.637 5.170 -0.395
H -0.292 4.872 -3.776
H -1.613 2.873 -5.118
H -4.001 0.926 -2.623
H -3.938 1.593 -4.527
H -1.957 0.687 -5.971
H -0.679 -1.743 -6.152
H -0.076 -3.466 -4.408
H -1.731 -4.044 -4.097
H -0.780 -3.337 -2.777
C 2.419 4.456 -2.284
Si 3.175 3.299 -1.007
C 2.662 3.812 0.724
C 5.052 3.387 -1.102
Si 2.586 1.092 -1.604
Te 0.255 0.133 -1.130
Si 3.810 -0.495 -0.334
C 3.655 -0.017 1.479
C 3.169 -2.256 -0.569
C 5.605 -0.449 -0.902
Si 2.901 0.732 -3.910
C 1.526 1.531 -4.910
C 4.559 1.453 -4.427
C 2.887 -1.130 -4.217
H 2.622 5.501 -2.039
H 1.340 4.319 -2.336
H 2.825 4.260 -3.279
H 2.897 4.874 0.844
H 3.227 3.263 1.479
H 1.602 3.657 0.926
H 5.358 4.415 -0.887
H 5.458 3.117 -2.077
H 5.517 2.748 -0.349
H 2.606 0.136 1.751
H 4.182 0.915 1.690
H 4.068 -0.790 2.131
H 2.086 -2.299 -0.687
H 3.433 -2.871 0.295
H 3.621 -2.716 -1.451
H 6.049 0.544 -0.825
H 5.699 -0.780 -1.938
H 6.201 -1.127 -0.286
H 1.488 2.608 -4.740
H 0.556 1.117 -4.631
H 1.683 1.356 -5.977
H 4.550 2.544 -4.402
H 4.764 1.147 -5.456
H 5.387 1.106 -3.808
H 2.027 -1.607 -3.740
H 3.788 -1.611 -3.831
H 2.836 -1.331 -5.290
C -1.449 -6.052 6.130
C -1.393 -4.933 5.130
C -0.658 -5.057 3.958
C -0.581 -4.032 3.018
C 0.265 -4.254 1.790
C -1.305 -2.865 3.282
Te -1.411 -1.523 1.619
N -1.249 0.385 1.687
C -0.294 1.305 1.810
O 0.299 1.779 0.815
C 0.014 1.850 3.160
C 0.282 1.005 4.231
C 0.544 1.541 5.481
C 0.509 2.916 5.669
C 0.231 3.758 4.601
C -0.006 3.228 3.342
C -3.520 -1.377 1.609
C -4.114 -0.150 1.888
C -5.496 -0.038 1.844
C -6.266 -1.148 1.536
C -5.659 -2.367 1.272
C -4.274 -2.506 1.297
C -3.650 -3.843 1.007
C -2.012 -2.684 4.472
C -2.726 -1.400 4.792
C -2.055 -3.736 5.377
H -0.988 -6.958 5.740
H -2.481 -6.281 6.399
H -0.927 -5.775 7.047
H -0.118 -5.978 3.770
H 0.775 -5.212 1.873
H 1.031 -3.486 1.669
H -0.320 -4.275 0.867
H 0.302 -0.071 4.088
H 0.771 0.887 6.313
H 0.701 3.332 6.649
H 0.203 4.830 4.748
H -0.214 3.873 2.498
H -3.498 0.697 2.167
H -5.961 0.917 2.048
H -7.344 -1.068 1.498
H -6.267 -3.230 1.029
H -4.253 -4.394 0.285
H -3.567 -4.444 1.915
H -2.651 -3.752 0.572
H -2.338 -0.553 4.224
H -2.617 -1.166 5.850
H -3.793 -1.483 4.576
H -2.609 -3.614 6.301
*
```